# 1
70
Properties=species:S:1:pos:R:3 method="wB97M-V/def2-TZVPD" total_charge=+3 orbital_gap_ev=4.54 total_energy_ha=-1632.12061 max_force_ev_per_a=2.173
Pt -1.337 -0.080 0.531
C -1.102 1.757 -2.132
O -1.650 1.585 -0.787
C -1.917 2.874 -0.143
C -2.790 2.601 1.047
O -2.084 1.684 1.896
C -1.064 2.254 2.730
C -0.253 1.081 3.175
O 0.317 0.410 2.017
C 1.559 1.016 1.569
H -1.832 2.318 -2.712
H -0.977 0.774 -2.572
H -0.161 2.307 -2.093
H -2.470 3.506 -0.840
H -0.968 3.359 0.084
H -3.697 2.086 0.739
H -3.065 3.516 1.573
H -1.512 2.777 3.576
H -0.461 2.966 2.162
H -0.880 0.337 3.662
H 0.532 1.384 3.866
H 2.219 1.109 2.430
H 1.390 1.996 1.121
H 2.008 0.342 0.847
C 3.364 1.520 -5.414
C 4.127 0.539 -4.538
N 3.450 0.170 -3.269
C 4.103 0.565 -2.018
C 3.919 2.046 -1.715
C 2.307 -0.506 -3.332
O 1.654 -0.773 -4.325
C 1.731 -1.127 -2.062
C 1.917 -2.483 -1.807
C 1.261 -3.076 -0.741
C 0.373 -2.330 0.010
N 0.185 -1.030 -0.275
C 0.845 -0.427 -1.281
H 3.982 1.776 -6.273
H 3.121 2.437 -4.873
H 2.442 1.083 -5.786
H 5.100 0.945 -4.270
H 4.309 -0.382 -5.092
H 5.164 0.339 -2.113
H 3.708 -0.040 -1.201
H 4.443 2.666 -2.442
H 4.323 2.286 -0.730
H 2.859 2.321 -1.740
H 2.563 -3.068 -2.451
H 1.408 -4.120 -0.504
H -0.193 -2.749 0.820
H 0.659 0.619 -1.444
O -3.694 -0.177 0.057
C -3.419 -0.875 -0.908
O -2.168 -1.149 -1.127
H -4.173 -1.276 -1.592
C -3.296 -3.283 4.424
N -2.336 -2.846 3.374
C -1.183 -3.728 3.095
C -2.492 -1.741 2.716
C -3.630 -0.823 2.983
O -1.527 -1.495 1.829
H -2.933 -4.212 4.846
H -4.280 -3.454 3.996
H -3.364 -2.542 5.217
H -1.190 -4.550 3.801
H -0.253 -3.173 3.194
H -1.260 -4.128 2.084
H -4.364 -1.261 3.647
H -4.117 -0.546 2.053
H -3.248 0.096 3.431

# 2
18
Properties=species:S:1:pos:R:3 method="wB97M-V/def2-TZVPD" total_charge=0 orbital_gap_ev="7.21 / 8.15" total_energy_ha=-667.69675 max_force_ev_per_a=4.991
C 3.169 0.440 -3.274
C -2.203 -0.311 1.879
C -0.733 -0.599 1.744
C -2.792 -0.391 0.501
C 0.103 0.371 0.788
N 4.021 1.028 -2.574
O -2.125 -0.224 -0.644
P -0.617 0.264 -0.974
H 2.332 0.006 -2.866
H -2.533 -1.029 2.555
H -2.529 0.725 2.247
H -0.292 -0.625 2.854
H -0.521 -1.511 1.320
H 3.362 0.489 -4.271
H -3.631 -0.905 0.381
H 0.057 1.436 1.161
H 1.166 -0.196 0.727
H 3.767 1.031 -1.554

# 3
134
Properties=species:S:1:pos:R:3 method="wB97M-V/def2-TZVPD" total_charge=0 orbital_gap_ev=7.89 total_energy_ha=-27374.15790 max_force_ev_per_a=0.693
N -3.084 0.733 2.965
C -1.862 1.271 2.347
C -1.639 0.749 0.917
C -2.887 0.824 0.022
C -3.114 2.261 -0.517
P -4.879 2.793 -0.668
C -4.638 4.423 0.337
C -4.812 4.133 1.836
C -6.215 4.489 2.359
Cl -6.157 5.645 3.732
C -5.416 1.226 -1.645
C -6.067 0.138 -0.776
C -7.610 0.255 -0.780
C -8.230 -0.151 0.539
F -7.742 0.589 1.581
F -7.957 -1.463 0.813
C -9.764 0.006 0.587
F -10.104 1.270 0.318
F -10.244 -0.304 1.784
F -10.353 -0.781 -0.316
H -3.673 1.461 3.347
H -2.883 0.059 3.691
H -1.897 2.366 2.367
H -0.988 0.982 2.949
H -0.808 1.303 0.453
H -1.309 -0.299 0.969
H -2.749 0.127 -0.815
H -3.726 0.461 0.616
H -2.661 2.339 -1.514
H -2.544 2.947 0.122
H -5.905 2.451 0.281
H -5.212 3.576 -1.800
H -3.661 4.856 0.103
H -5.383 5.148 -0.024
H -4.054 4.605 2.464
H -4.693 3.045 1.982
H -6.831 4.961 1.589
H -6.754 3.605 2.712
H -6.151 1.572 -2.389
H -4.567 0.837 -2.217
H -5.730 0.251 0.262
H -5.771 -0.855 -1.122
H -8.023 -0.420 -1.541
H -7.918 1.274 -1.036
C 2.444 -2.168 3.424
Cl 3.356 -0.669 3.317
Cl 1.015 -1.969 4.442
Cl 1.991 -2.752 1.821
H 3.080 -2.913 3.887
C -0.709 1.362 -3.856
Cl 0.329 0.826 -2.538
Cl -2.201 0.423 -3.912
Cl -1.038 3.096 -3.723
H -0.182 1.196 -4.786
C 7.047 -1.396 5.132
Cl 7.782 -0.395 3.879
Cl 5.977 -0.442 6.159
Cl 6.188 -2.760 4.416
H 7.840 -1.791 5.754
C -1.279 6.019 2.869
Cl 0.394 6.415 3.248
Cl -1.379 5.046 1.397
Cl -2.062 5.187 4.212
H -1.812 6.945 2.693
C 1.567 -2.630 -4.727
Cl 3.288 -2.983 -4.820
Cl 1.007 -2.532 -3.058
Cl 1.199 -1.134 -5.590
H 1.023 -3.434 -5.208
C 7.435 -6.734 3.159
Cl 5.784 -6.377 3.678
Cl 7.504 -6.909 1.407
Cl 8.555 -5.488 3.708
H 7.730 -7.672 3.610
C 4.459 1.234 -7.125
Cl 4.455 -0.452 -7.639
Cl 4.175 2.310 -8.494
Cl 3.272 1.511 -5.850
H 5.437 1.459 -6.721
C 10.605 2.160 6.327
Cl 11.583 1.428 7.601
Cl 8.934 1.608 6.423
Cl 10.693 3.919 6.396
H 11.007 1.842 5.374
C 3.606 -7.068 -6.263
Cl 3.242 -7.987 -7.724
Cl 5.041 -6.069 -6.483
Cl 2.223 -6.084 -5.780
H 3.801 -7.771 -5.462
C -1.961 -3.087 -7.890
Cl -0.750 -3.759 -6.791
Cl -3.486 -3.956 -7.743
Cl -2.184 -1.364 -7.595
H -1.595 -3.214 -8.900
C 4.674 -6.031 -1.378
Cl 3.763 -6.155 -2.881
Cl 6.411 -6.156 -1.675
Cl 4.274 -4.531 -0.547
H 4.386 -6.857 -0.740
C -6.338 5.675 -4.234
Cl -4.705 5.019 -4.374
Cl -7.358 4.642 -3.233
Cl -6.297 7.316 -3.591
H -6.772 5.714 -5.224
C 0.067 -8.229 -3.245
Cl 1.564 -9.088 -3.636
Cl -0.864 -9.119 -2.041
Cl 0.425 -6.598 -2.693
H -0.525 -8.162 -4.149
C 4.415 -12.471 -3.014
Cl 5.589 -13.153 -1.891
Cl 2.809 -13.143 -2.739
Cl 4.381 -10.710 -2.897
H 4.720 -12.732 -4.019
C -3.558 -5.841 -0.538
Cl -4.068 -6.691 -2.000
Cl -2.024 -5.017 -0.797
Cl -4.802 -4.718 -0.002
H -3.414 -6.577 0.242
C 2.951 9.353 1.606
Cl 3.401 7.879 2.471
Cl 1.266 9.786 1.893
Cl 4.015 10.686 2.049
H 3.071 9.163 0.548
C 3.841 14.546 3.534
Cl 3.048 14.488 1.961
Cl 2.708 14.160 4.827
Cl 5.235 13.465 3.577
H 4.199 15.556 3.691
C 6.399 -0.129 10.580
Cl 6.098 1.250 11.637
Cl 4.885 -0.774 9.940
Cl 7.496 0.306 9.271
H 6.868 -0.905 11.169

# 4
15
Properties=species:S:1:pos:R:3 method="wB97M-V/def2-TZVPD" total_charge=0 orbital_gap_ev=9.18 total_energy_ha=-3809.98625 max_force_ev_per_a=4.589
C 0.294 0.677 -2.239
C -1.057 0.511 -1.930
C 1.195 0.586 -1.173
C 0.698 0.451 0.136
C -1.414 0.247 -0.597
N -0.592 0.281 0.396
N 1.472 -1.250 2.419
O 1.755 1.215 2.987
S 2.125 0.242 1.978
Cl 2.873 0.679 -1.556
Br -3.177 0.007 0.039
H 0.656 0.626 -3.262
H -1.811 0.247 -2.736
H 1.279 -1.831 1.598
H 0.606 -1.303 2.785

# 5
3
Properties=species:S:1:pos:R:3 method="wB97M-V/def2-TZVPD" total_charge=0 orbital_gap_ev=5.77 total_energy_ha=-99.86769 max_force_ev_per_a=1.447
Rb -1.570 1.080 -0.419
O 0.542 -0.605 0.619
H 1.028 -0.475 -0.200

# 6
64
Properties=species:S:1:pos:R:3 method="wB97M-V/def2-TZVPD" total_charge=0 orbital_gap_ev="6.30 / 5.83" total_energy_ha=-3226.45591 max_force_ev_per_a=3.752 multiplicity=3
V 0.182 -0.750 0.075
C -3.037 1.222 0.476
N -2.166 1.710 -0.590
C -1.645 3.041 -0.407
C -1.033 3.248 0.976
N 0.053 2.316 1.339
C 0.114 2.176 2.792
C 1.318 2.700 0.763
C 2.123 3.662 1.370
C 3.357 4.012 0.847
C 3.807 3.411 -0.319
C 3.013 2.473 -0.954
C 1.775 2.100 -0.426
S 0.803 0.913 -1.282
C -2.380 1.265 -1.898
C -2.660 2.172 -2.924
C -2.893 1.752 -4.222
C -2.857 0.403 -4.535
C -2.546 -0.512 -3.543
C -2.275 -0.108 -2.236
S -1.749 -1.359 -1.110
H -3.710 0.467 0.083
H -3.646 2.047 0.871
H -2.474 0.781 1.294
H -2.427 3.811 -0.526
H -0.874 3.213 -1.162
H -1.819 3.158 1.727
H -0.665 4.284 1.018
H 0.962 1.550 3.070
H -0.802 1.694 3.138
H 0.208 3.136 3.317
H 1.775 4.152 2.271
H 3.970 4.748 1.351
H 4.774 3.673 -0.730
H 3.352 1.995 -1.864
H -2.719 3.229 -2.698
H -3.126 2.482 -4.987
H -3.049 0.068 -5.546
H -2.476 -1.566 -3.777
O -0.269 -1.641 3.833
C 0.107 -1.217 2.762
O -0.627 -0.901 1.743
C 1.581 -0.992 2.501
C 2.547 -1.115 3.482
C 3.858 -0.808 3.156
C 4.147 -0.420 1.854
C 3.123 -0.347 0.929
N 1.853 -0.609 1.246
H 2.244 -1.434 4.469
H 4.639 -0.870 3.902
H 5.156 -0.171 1.559
H 3.318 -0.064 -0.096
N 1.603 -5.697 0.229
C 1.543 -4.562 -0.519
C 1.016 -3.374 0.004
N 1.018 -2.242 -0.699
C 1.521 -2.289 -1.946
C 2.018 -3.473 -2.446
N 2.048 -4.606 -1.751
H 1.044 -5.775 1.060
H 1.835 -6.546 -0.256
H 0.578 -3.362 0.997
H 1.487 -1.382 -2.528
H 2.410 -3.523 -3.454

# 7
41
Properties=species:S:1:pos:R:3 method="wB97M-V/def2-TZVPD" total_charge=+1 orbital_gap_ev=5.50 total_energy_ha=-1453.16655 max_force_ev_per_a=3.292
N 4.934 -2.242 -2.145
C 3.743 -1.893 -2.915
C 2.505 -1.874 -1.996
S 1.603 -3.402 -2.142
F 1.128 -3.355 -3.622
H 5.599 -2.750 -2.716
H 4.722 -2.824 -1.343
H 3.584 -2.644 -3.702
H 3.845 -0.931 -3.418
H 2.780 -1.773 -0.941
H 1.826 -1.084 -2.323
H 2.658 -4.258 -2.145
O -1.096 -1.068 0.978
P -1.457 0.370 1.066
N -0.799 1.107 -0.334
C 0.623 1.378 -0.372
C -1.241 0.429 -1.538
N -0.708 0.914 2.476
C -0.001 2.174 2.582
C -0.171 -0.095 3.384
N -2.852 1.299 1.233
C -3.937 0.562 1.905
C -3.388 2.125 0.145
H 0.899 1.729 -1.370
H 1.231 0.488 -0.136
H 0.907 2.183 0.295
H -2.316 0.245 -1.528
H -0.751 -0.550 -1.667
H -1.032 1.045 -2.416
H 1.044 2.089 2.268
H -0.006 2.516 3.620
H -0.491 2.949 1.991
H 0.823 -0.452 3.084
H -0.830 -0.956 3.441
H -0.097 0.338 4.382
H -4.397 -0.188 1.255
H -4.706 1.259 2.234
H -3.546 0.057 2.791
H -3.729 1.556 -0.725
H -2.654 2.857 -0.176
H -4.246 2.667 0.545

# 8
8
Properties=species:S:1:pos:R:3 method="wB97M-V/def2-TZVPD" total_charge=+1 orbital_gap_ev="3.18 / 7.75" total_energy_ha=-870.64818 max_force_ev_per_a=5.360 multiplicity=9
O 1.701 0.909 0.281
C 0.800 0.495 -0.574
Eu 0.633 0.310 2.145
Li 0.187 -1.921 -0.962
H 0.667 1.140 -1.469
C -0.896 -0.183 0.347
H -1.563 -1.007 0.665
H -1.529 0.256 -0.432

# 9
24
Properties=species:S:1:pos:R:3 method="wB97M-V/def2-TZVPD" total_charge=0 orbital_gap_ev=8.01 total_energy_ha=-611.35134 max_force_ev_per_a=9.995
H -1.125 1.067 0.140
H 0.180 0.932 -0.627
H -1.801 -3.462 -2.180
H -2.246 -2.576 -1.028
H -3.977 -0.543 0.399
H -4.642 0.279 1.490
H -0.180 -1.105 3.746
H 0.583 -2.408 3.573
H 5.372 -1.125 -1.346
H 4.233 -0.165 -1.046
H 3.491 1.978 0.551
H 4.305 3.130 1.117
H -1.847 2.565 -0.996
H -2.370 3.991 -0.939
H 0.330 -0.318 -1.743
H -0.264 -1.599 -1.181
O -0.628 0.453 -0.412
O -1.491 -2.760 -1.597
O -4.110 0.365 0.691
O -0.217 -1.952 3.287
O 4.421 -1.099 -1.189
O 4.273 2.167 1.081
O -2.647 3.075 -0.823
O 0.356 -0.892 -0.969

# 10
22
Properties=species:S:1:pos:R:3 method="wB97M-V/def2-TZVPD" total_charge=0 orbital_gap_ev=9.74 total_energy_ha=-495.63473 max_force_ev_per_a=4.394
C -0.156 0.881 0.037
C -1.652 0.477 -0.321
C 1.703 -0.610 0.339
C -2.643 1.453 0.470
C 1.727 -0.686 1.661
C 2.583 -1.277 -0.606
N -1.703 -1.793 -0.585
N -1.838 -0.824 0.195
O -1.832 -2.981 -0.398
O 0.837 0.094 -0.469
H -0.072 1.908 -0.286
H -0.217 0.762 1.207
H -1.787 0.359 -1.370
H -2.011 2.252 0.731
H -2.947 0.887 1.390
H -3.575 1.750 -0.148
H -1.635 -1.574 -1.711
H 1.063 -0.028 2.203
H 2.494 -1.102 2.162
H 3.488 -1.779 -0.165
H 2.794 -0.654 -1.410
H 2.002 -2.035 -1.010

# 11
14
Properties=species:S:1:pos:R:3 method="wB97M-V/def2-TZVPD" total_charge=0 orbital_gap_ev=8.24 total_energy_ha=-1198.90214 max_force_ev_per_a=3.811
C -0.010 0.553 -0.391
C 1.619 0.278 1.215
C 1.393 0.017 -0.279
C -2.061 -0.552 -0.675
O -0.671 -0.464 -0.849
O -0.535 1.592 -0.021
I -2.692 -2.271 -1.805
I -2.585 -0.659 1.355
I -2.968 1.107 -1.444
H 2.569 0.796 1.388
H 0.892 1.048 1.525
H 1.637 -0.787 1.560
H 1.300 -0.976 -0.475
H 2.112 0.317 -1.105

# 12
45
Properties=species:S:1:pos:R:3 method="wB97M-V/def2-TZVPD" total_charge=+4 orbital_gap_ev="4.48 / 4.04" total_energy_ha=-1206.85212 max_force_ev_per_a=8.379 multiplicity=3
N 1.678 -2.350 0.155
C 2.093 -2.152 1.278
C 2.600 -2.272 2.637
H 3.076 -1.340 2.967
H 3.317 -3.103 2.667
H 1.798 -2.474 3.339
N -3.016 -1.175 -3.635
C -3.678 -2.045 -3.163
C -4.700 -3.091 -3.033
H -4.282 -4.032 -3.436
H -5.551 -2.707 -3.635
H -4.972 -3.229 -1.981
N 0.285 2.086 -1.191
C 0.188 3.049 -0.537
C 0.171 4.254 0.287
H -0.868 4.643 0.328
H 0.830 5.076 -0.110
H 0.493 3.998 1.332
W 0.721 0.187 -2.059
C -1.052 -0.338 -0.632
O -2.153 0.080 -0.575
C -1.344 -1.532 1.636
O -1.939 -2.336 2.292
C 1.901 -1.360 -2.721
C 2.716 -0.194 -2.538
C 2.302 1.066 -3.107
C 1.030 1.078 -3.860
C 0.286 -0.123 -4.086
C 0.740 -1.311 -3.503
H 2.165 -2.346 -2.360
H 3.544 -0.250 -1.811
H 2.755 1.976 -2.850
H 0.564 1.972 -4.225
H -0.591 -0.085 -4.728
H 0.189 -2.277 -3.709
N -0.293 1.091 5.537
C 0.281 1.796 4.355
C -0.276 0.999 3.167
O -1.000 -0.002 3.460
O 0.015 1.438 2.006
H -0.965 0.416 5.035
H -0.769 1.738 6.146
H 0.415 0.571 6.100
H -0.070 2.835 4.297
H 1.364 1.776 4.463

# 13
28
Properties=species:S:1:pos:R:3 method="wB97M-V/def2-TZVPD" total_charge=+2 orbital_gap_ev=7.48 total_energy_ha=-1870.32000 max_force_ev_per_a=3.181
I -3.283 -1.289 -0.538
I -3.033 1.337 -0.393
La 1.619 -0.467 0.467
P 0.810 -0.115 -2.198
C -0.723 -0.103 -3.138
C 1.808 1.262 -2.886
H 2.712 -1.704 -2.343
H 1.924 -1.363 -3.931
H 1.135 -2.471 -2.749
C 1.745 -1.560 -2.861
H 2.779 1.356 -2.367
H 1.967 1.073 -3.964
H -0.539 -0.038 -4.219
H -1.323 0.747 -2.787
H 1.246 2.199 -2.756
H -1.289 -1.009 -2.889
C -3.778 -0.867 2.319
O -4.095 -0.675 3.395
Cl 4.102 -0.049 0.294
C 0.265 0.000 4.494
C -0.294 0.422 3.197
N -1.468 1.011 3.112
O 0.350 0.189 2.079
H -0.131 0.633 5.306
H 1.354 0.149 4.470
H 0.018 -1.056 4.698
H -1.919 1.197 2.208
H -1.959 1.189 3.981